{
  "formula": "H3N2O2S",
  "method": "wB97M-V/def2-TZVPD",
  "gap_ev": 8.485,
  "total_energy_ha": -659.937389,
  "multiplicity": 1,
  "total_charge": -1,
  "relative_energy_kcal_mol": 45.87,
  "symbols": ["N", "N", "O", "O", "S", "H", "H", "H"],
  "xyz": [[-0.096, -0.657, 0.105], [-2.753, -0.333, 0.240], [2.356, 0.244, 0.060], [-1.191, 1.695, -0.078], [-1.407, 0.164, -0.039], [-0.403, -1.562, -0.234], [1.773, 0.958, 0.045], [1.721, -0.508, -0.099]],
  "forces_ev_per_a": [[-0.1, 0.0, -1.0], [0.4, -0.5, -0.8], [1.7, -2.6, -0.3], [0.8, -3.5, -0.3], [-1.8, 3.9, 1.6], [0.0, -0.5, 0.3], [-1.6, 1.8, 0.0], [0.5, 1.3, 0.4]],
  "nbo_charge": [-1.20, -1.07, -0.99, -0.98, 1.92, 0.35, 0.47, 0.50]
}